(1)
{"formula": "C36H53AsBr2DyGeN4OS2Se2Si3", "method": "ωB97M-V/def2-TZVPD", "symbols": ["Dy", "S", "C", "N", "C", "C", "C", "C", "C", "C", "S", "H", "H", "H", "H", "Br", "C", "C", "C", "Br", "C", "C", "C", "C", "N", "C", "C", "O", "H", "H", "H", "H", "C", "Si", "C", "C", "As", "Si", "C", "C", "C", "Si", "C", "C", "C", "H", "H", "H", "H", "H", "H", "H", "H", "H", "H", "H", "H", "H", "H", "H", "H", "H", "H", "H", "H", "H", "H", "H", "H", "H", "H", "H", "Se", "N", "C", "C", "C", "C", "C", "C", "N", "H", "H", "H", "H", "C", "Ge", "C", "C", "C", "Se", "C", "H", "H", "H", "H", "H", "H", "H", "H", "H", "H", "H", "H", "H", "H"], "coordinates": [[-6.81, -17.55, 11.27], [-8.86, -16.67, 12.91], [-8.88, -18.36, 13.17], [-7.91, -19.15, 12.67], [-8.33, -20.48, 12.93], [-7.71, -21.61, 12.38], [-8.27, -22.84, 12.71], [-9.37, -22.96, 13.60], [-10.02, -21.83, 14.08], [-9.52, -20.59, 13.77], [-10.09, -19.04, 14.21], [-6.85, -21.58, 11.76], [-7.81, -23.75, 12.29], [-9.70, -23.94, 13.84], [-10.80, -21.89, 14.90], [-4.73, -19.36, 6.94], [-6.57, -19.37, 7.29], [-7.49, -19.88, 6.33], [-8.83, -19.53, 6.44], [-9.84, -20.37, 5.05], [-9.28, -18.81, 7.59], [-10.65, -18.42, 7.75], [-11.11, -18.00, 8.99], [-10.14, -17.74, 9.94], [-8.85, -17.96, 9.83], [-8.35, -18.53, 8.65], [-6.99, -18.79, 8.54], [-6.12, -18.66, 9.55], [-7.20, -20.33, 5.38], [-11.35, -18.41, 6.98], [-12.08, -17.74, 9.15], [-10.46, -17.23, 10.88], [-11.29, -14.57, 6.09], [-12.22, -13.19, 7.07], [-13.86, -14.17, 7.61], [-12.55, -11.71, 5.93], [-10.89, -12.79, 9.01], [-12.75, -11.84, 10.35], [-12.77, -12.79, 12.03], [-12.28, -9.99, 10.76], [-14.50, -11.62, 9.63], [-9.32, -11.03, 8.31], [-8.09, -10.93, 9.84], [-10.16, -9.33, 8.07], [-8.55, -11.76, 6.82], [-11.96, -15.09, 5.43], [-10.88, -15.32, 6.83], [-10.43, -14.20, 5.52], [-14.21, -13.95, 8.63], [-13.56, -15.23, 7.52], [-14.62, -13.99, 6.79], [-13.19, -11.96, 5.12], [-11.63, -11.25, 5.55], [-13.11, -10.97, 6.52], [-11.76, -13.30, 12.05], [-13.56, -13.50, 11.98], [-12.98, -12.20, 12.94], [-12.51, -9.73, 11.88], [-12.66, -9.18, 10.04], [-11.19, -9.76, 10.74], [-15.15, -12.50, 9.85], [-14.41, -11.56, 8.51], [-14.98, -10.73, 10.07], [-7.15, -10.52, 9.68], [-7.90, -12.01, 10.03], [-8.55, -10.53, 10.74], [-11.26, -9.34, 7.93], [-9.78, -8.79, 7.16], [-9.96, -8.74, 8.97], [-9.30, -12.06, 6.14], [-7.89, -12.59, 6.90], [-7.96, -10.99, 6.26], [-6.02, -14.58, 13.38], [-5.83, -15.58, 11.78], [-5.38, -14.79, 10.78], [-5.14, -15.17, 9.40], [-4.85, -14.14, 8.51], [-4.79, -12.77, 8.93], [-4.70, -12.45, 10.25], [-5.16, -13.43, 11.22], [-5.36, -13.19, 12.50], [-5.18, -16.26, 9.08], [-4.76, -14.39, 7.47], [-4.66, -12.02, 8.11], [-4.67, -11.44, 10.63], [-1.51, -21.15, 12.81], [-2.72, -21.44, 11.25], [-3.11, -23.26, 10.56], [-1.98, -20.50, 9.60], [-4.39, -20.44, 11.80], [-4.08, -18.57, 12.35], [-4.08, -18.46, 14.26], [-1.38, -21.97, 13.57], [-1.94, -20.28, 13.29], [-0.51, -21.01, 12.36], [-2.74, -23.43, 9.56], [-4.18, -23.26, 10.57], [-2.79, -24.05, 11.26], [-0.91, -20.23, 9.75], [-2.48, -19.53, 9.53], [-2.10, -20.99, 8.65], [-5.03, -20.95, 12.57], [-4.90, -20.36, 10.80], [-3.62, -19.34, 14.80], [-5.16, -18.39, 14.48], [-3.55, -17.58, 14.60]], "multiplicity": 6, "homo_lumo_gap_ev": [5.46, 5.46], "charge": 1, "de_lowest_kj_mol": 327.1}

(2)
{"formula": "CH2NOS3", "method": "ωB97M-V/def2-TZVPD", "symbols": ["C", "N", "O", "S", "S", "S", "H", "H"], "coordinates": [[-1.19, 0.92, -0.64], [-2.32, 1.52, -0.94], [-2.36, 1.87, -2.39], [-3.49, 1.90, 0.15], [-1.34, 0.44, 1.06], [0.13, 0.39, -1.60], [-0.08, 0.06, 0.77], [-1.43, 1.80, -2.68]], "homo_lumo_gap_ev": 6.75, "charge": -1, "de_lowest_kj_mol": 255.4}

(3)
{"formula": "C4H10N2OS", "method": "ωB97M-V/def2-TZVPD", "symbols": ["N", "C", "C", "S", "C", "N", "C", "O", "H", "H", "H", "H", "H", "H", "H", "H", "H", "H"], "coordinates": [[0.32, -1.39, -0.49], [0.05, 0.06, -0.62], [-0.61, 0.38, -1.95], [-0.28, 2.07, -2.59], [-0.84, 0.47, 0.54], [-0.35, 0.19, 1.79], [0.86, -0.46, 2.23], [-1.91, 1.04, 0.43], [-0.55, -1.89, -0.34], [0.78, -1.73, -1.32], [1.02, 0.57, -0.52], [-0.32, -0.31, -2.74], [-1.69, 0.31, -1.84], [1.00, 2.09, -2.14], [-1.02, 0.48, 2.49], [0.98, -0.22, 3.29], [1.72, -0.12, 1.67], [0.84, -1.55, 2.11]], "multiplicity": 2, "homo_lumo_gap_ev": [2.47, 8.88], "charge": -1, "de_lowest_kj_mol": 135.6}

(4)
{"formula": "C57H45BBr6CrF6N2O23", "method": "ωB97M-V/def2-TZVPD", "symbols": ["Cr", "N", "O", "O", "O", "N", "O", "O", "O", "C", "O", "O", "C", "F", "F", "F", "C", "C", "H", "H", "H", "H", "H", "H", "B", "H", "H", "H", "H", "C", "C", "O", "C", "O", "O", "F", "H", "H", "H", "C", "C", "O", "C", "O", "O", "F", "H", "H", "H", "C", "C", "O", "C", "O", "O", "F", "H", "H", "H", "C", "C", "C", "C", "C", "C", "C", "O", "C", "C", "C", "C", "C", "C", "C", "O", "H", "H", "H", "H", "H", "H", "H", "H", "C", "C", "C", "C", "C", "C", "C", "O", "C", "C", "C", "C", "C", "C", "C", "O", "H", "H", "H", "H", "H", "H", "H", "H", "C", "C", "C", "C", "C", "C", "C", "O", "C", "C", "C", "C", "C", "C", "C", "O", "H", "H", "H", "H", "H", "H", "H", "H", "C", "Br", "Br", "Br", "H", "C", "Br", "Br", "Br", "H"], "coordinates": [[-0.61, -2.65, -1.19], [-2.90, -3.72, -3.56], [-1.95, -3.31, -2.87], [-3.01, -3.27, -4.70], [-3.68, -4.49, -3.11], [-3.69, -2.41, 0.15], [-3.95, -1.33, 0.68], [-4.44, -3.39, 0.05], [-2.60, -2.56, -0.31], [-0.79, 0.35, -1.85], [-1.20, -0.03, -0.57], [-0.49, -0.91, -2.36], [-1.84, 1.26, -2.63], [-2.04, 2.47, -2.15], [-1.60, 1.35, -3.97], [-3.09, 0.81, -2.45], [-1.35, 1.04, 0.34], [-1.32, 0.51, 1.76], [-0.30, 0.26, 2.06], [-1.69, 1.20, 2.51], [-1.98, -0.35, 1.83], [-2.33, 1.51, 0.40], [-0.63, 1.86, 0.36], [0.12, 0.93, -1.79], [0.40, -2.53, 0.62], [0.31, -1.62, 0.05], [0.86, -2.28, 1.56], [-0.58, -2.92, 0.84], [0.98, -3.23, 0.04], [0.41, 2.58, -7.20], [0.84, 1.94, -5.90], [2.11, 2.60, -5.82], [2.08, 3.74, -6.53], [2.98, 4.63, -6.50], [1.04, 3.83, -7.26], [1.05, 0.63, -6.08], [-0.67, 2.68, -7.31], [0.62, 1.92, -8.04], [0.20, 2.13, -5.04], [-4.43, -1.07, -6.95], [-3.57, -0.17, -6.09], [-4.56, 0.52, -5.33], [-5.71, 0.45, -5.99], [-6.73, 1.04, -5.54], [-5.66, -0.48, -6.92], [-2.79, 0.60, -6.84], [-4.50, -2.07, -6.51], [-4.03, -1.28, -7.94], [-2.95, -0.77, -5.43], [-3.11, 0.21, 7.31], [-4.59, 0.22, 7.00], [-4.77, -0.71, 5.98], [-3.55, -0.85, 5.32], [-3.42, -1.44, 4.23], [-2.60, -0.41, 6.13], [-5.03, 1.44, 6.61], [-2.90, -0.42, 8.18], [-2.75, 1.21, 7.55], [-5.27, 0.05, 7.83], [0.44, -2.71, -6.79], [1.27, -3.30, -7.73], [2.39, -4.04, -7.34], [2.72, -4.16, -5.98], [1.80, -3.58, -5.03], [0.65, -2.85, -5.43], [2.02, -3.79, -3.50], [1.28, -3.21, -2.66], [3.28, -4.53, -3.09], [3.61, -4.55, -1.73], [4.83, -5.10, -1.27], [5.74, -5.63, -2.18], [5.36, -5.58, -3.58], [4.15, -5.05, -4.03], [3.94, -4.96, -5.49], [4.64, -5.59, -6.30], [-0.42, -2.14, -7.14], [1.04, -3.22, -8.78], [2.96, -4.55, -8.10], [-0.16, -2.40, -4.86], [3.00, -4.15, -0.93], [5.12, -5.04, -0.24], [6.67, -5.98, -1.77], [6.10, -5.94, -4.28], [0.83, -3.30, 10.05], [2.02, -2.87, 10.64], [2.76, -1.94, 9.86], [2.31, -1.47, 8.62], [1.22, -2.01, 8.01], [0.47, -2.94, 8.75], [0.87, -1.68, 6.61], [-0.03, -2.23, 5.97], [1.69, -0.67, 6.01], [1.40, -0.38, 4.63], [2.00, 0.69, 3.92], [3.02, 1.39, 4.57], [3.39, 0.98, 5.88], [2.74, 0.00, 6.60], [3.13, -0.39, 7.94], [4.15, 0.00, 8.54], [0.08, -3.84, 10.62], [2.34, -3.25, 11.60], [3.63, -1.51, 10.34], [-0.45, -3.25, 8.29], [0.61, -0.88, 4.08], [1.72, 0.91, 2.90], [3.63, 2.12, 4.05], [4.17, 1.59, 6.32], [-1.99, 6.20, -0.04], [-1.74, 5.71, 1.23], [-0.61, 4.94, 1.41], [0.19, 4.68, 0.36], [-0.10, 5.09, -0.92], [-1.18, 6.01, -1.10], [0.86, 4.85, -2.08], [0.69, 5.28, -3.22], [2.10, 4.13, -1.81], [3.02, 3.85, -2.79], [4.16, 3.10, -2.56], [4.31, 2.42, -1.34], [3.46, 2.77, -0.33], [2.36, 3.58, -0.53], [1.46, 3.83, 0.63], [1.64, 3.33, 1.75], [-2.82, 6.89, -0.09], [-2.31, 5.94, 2.11], [-0.50, 4.73, 2.46], [-1.39, 6.44, -2.08], [3.02, 4.29, -3.77], [4.93, 2.91, -3.30], [5.16, 1.80, -1.12], [3.64, 2.32, 0.63], [-5.32, 1.77, 1.43], [-5.76, 1.55, 3.36], [-4.55, 3.57, 1.06], [-6.87, 1.31, 0.23], [-4.54, 1.06, 1.13], [-0.65, 3.42, 5.13], [-0.19, 2.33, 6.68], [-0.65, 5.42, 5.46], [-2.45, 3.02, 4.39], [0.12, 3.18, 4.39]], "multiplicity": 4, "homo_lumo_gap_ev": [6.01, 6.23], "charge": -1}

(5)
{"formula": "C5H8S", "method": "ωB97M-V/def2-TZVPD", "symbols": ["S", "C", "C", "C", "C", "C", "H", "H", "H", "H", "H", "H", "H", "H"], "coordinates": [[2.89, 0.02, -0.07], [1.26, 0.04, -0.02], [0.50, -1.14, 0.17], [-0.93, -0.75, -0.28], [-1.02, 0.65, 0.07], [0.37, 1.24, -0.07], [0.87, -2.03, -0.35], [0.47, -1.32, 1.24], [-1.57, -1.35, 0.24], [-1.05, -1.03, -1.34], [-1.18, 0.80, 1.14], [-1.80, 1.26, -0.38], [0.56, 1.69, -1.06], [0.63, 1.91, 0.71]], "homo_lumo_gap_ev": 8.37, "smiles": "S=C1CCCC1", "de_lowest_kj_mol": 60.1}

(6)
{"formula": "C19H27NO3", "method": "ωB97M-V/def2-TZVPD", "symbols": ["C", "C", "C", "C", "C", "C", "C", "C", "O", "N", "C", "C", "C", "C", "C", "C", "C", "C", "C", "O", "O", "C", "C", "H", "H", "H", "H", "H", "H", "H", "H", "H", "H", "H", "H", "H", "H", "H", "H", "H", "H", "H", "H", "H", "H", "H", "H", "H", "H", "H"], "coordinates": [[5.56, 1.24, 0.33], [4.76, 0.36, -0.64], [5.23, -1.09, -0.53], [3.23, 0.47, -0.45], [2.69, 1.81, -0.94], [1.16, 1.82, -0.88], [0.68, 1.57, 0.55], [-0.82, 1.55, 0.68], [-1.43, 2.26, 1.48], [-1.47, 0.70, -0.13], [-2.84, 0.28, 0.09], [-3.09, -1.07, -0.60], [-1.98, -2.03, -0.28], [-1.91, -2.63, 0.97], [-0.84, -3.44, 1.31], [0.18, -3.66, 0.39], [0.11, -3.08, -0.86], [-0.96, -2.27, -1.20], [-3.84, 1.36, -0.40], [-4.66, 1.13, -1.25], [-3.73, 2.52, 0.22], [1.25, 0.24, 1.07], [2.77, 0.25, 1.00], [5.47, 0.87, 1.35], [6.61, 1.21, 0.06], [5.23, 2.27, 0.29], [4.97, 0.71, -1.66], [5.08, -1.47, 0.47], [6.29, -1.15, -0.76], [4.69, -1.72, -1.23], [2.78, -0.32, -1.07], [3.01, 1.99, -1.96], [3.07, 2.62, -0.32], [0.78, 1.04, -1.55], [0.78, 2.78, -1.23], [1.04, 2.38, 1.19], [-0.94, 0.13, -0.77], [-2.99, 0.18, 1.18], [-3.15, -0.89, -1.68], [-4.05, -1.45, -0.27], [-2.70, -2.45, 1.69], [-0.80, -3.90, 2.28], [1.01, -4.29, 0.65], [0.89, -3.26, -1.59], [-1.01, -1.83, -2.18], [-2.96, 2.53, 0.86], [0.86, -0.59, 0.48], [0.93, 0.09, 2.11], [3.15, -0.71, 1.37], [3.16, 1.04, 1.63]], "homo_lumo_gap_ev": 10.26, "smiles": "CC(C)[C@H]1CC[C@H](C(=O)N[C@H](Cc2ccccc2)C(=O)O)CC1", "de_lowest_kj_mol": 0.0}

(7)
{"formula": "C2H2OS2", "method": "ωB97M-V/def2-TZVPD", "symbols": ["O", "C", "S", "C", "S", "H", "H"], "coordinates": [[2.59, 0.14, 0.09], [1.45, 0.10, 0.15], [-0.04, -1.52, 0.30], [-1.00, -0.02, -0.10], [0.19, 1.35, 0.31], [-1.20, 0.09, -1.08], [-1.98, -0.12, 0.34]], "homo_lumo_gap_ev": 8.65, "smiles": "O=C1SCS1", "de_lowest_kj_mol": 74.1}

(8)
{"formula": "C23H29FN6O4", "method": "ωB97M-V/def2-TZVPD", "symbols": ["C", "C", "C", "C", "C", "N", "C", "O", "C", "C", "C", "C", "C", "O", "N", "C", "C", "C", "O", "C", "O", "C", "N", "N", "N", "C", "C", "C", "C", "C", "F", "C", "C", "N", "H", "H", "H", "H", "H", "H", "H", "H", "H", "H", "H", "H", "H", "H", "H", "H", "H", "H", "H", "H", "H", "H", "H", "H", "H", "H", "H", "H", "H"], "coordinates": [[3.93, 2.60, -3.87], [2.70, 3.44, -3.53], [3.11, 4.68, -2.73], [1.67, 2.63, -2.73], [0.97, 1.55, -3.56], [0.09, 0.76, -2.73], [0.45, -0.45, -2.29], [1.38, -1.10, -2.73], [-0.49, -1.10, -1.24], [-1.56, -0.22, -0.67], [-1.52, 0.92, 0.09], [-2.86, 1.23, 0.41], [-3.62, 0.26, -0.16], [-2.85, -0.62, -0.81], [0.34, -1.63, -0.16], [0.01, -2.94, 0.35], [0.89, -4.04, -0.26], [0.67, -4.16, -1.78], [-0.69, -4.34, -2.11], [1.27, -0.80, 0.33], [1.50, 0.30, -0.14], [2.00, -1.24, 1.62], [1.17, -0.78, 2.69], [1.59, -0.05, 3.70], [0.56, 0.25, 4.40], [-0.51, -0.29, 3.79], [-1.88, -0.16, 4.23], [-2.92, -0.66, 3.45], [-4.23, -0.51, 3.85], [-4.49, 0.15, 5.04], [-5.77, 0.30, 5.44], [-3.48, 0.66, 5.84], [-2.17, 0.51, 5.43], [-0.14, -0.96, 2.70], [4.39, 2.23, -2.96], [3.67, 1.75, -4.49], [4.66, 3.21, -4.40], [2.23, 3.77, -4.46], [3.56, 4.38, -1.78], [3.85, 5.26, -3.28], [2.25, 5.31, -2.52], [0.91, 3.31, -2.33], [2.16, 2.15, -1.88], [0.39, 2.01, -4.37], [1.70, 0.86, -3.99], [-0.61, 1.27, -2.21], [-0.97, -1.94, -1.74], [-0.64, 1.46, 0.37], [-3.20, 2.06, 1.00], [-4.68, 0.10, -0.18], [0.08, -2.96, 1.44], [-1.03, -3.15, 0.08], [0.65, -4.99, 0.22], [1.95, -3.83, -0.09], [0.99, -3.24, -2.27], [1.28, -4.99, -2.17], [-0.98, -5.20, -1.79], [2.16, -2.31, 1.69], [2.95, -0.70, 1.69], [-2.68, -1.17, 2.53], [-5.05, -0.89, 3.26], [-3.72, 1.17, 6.76], [-1.35, 0.90, 6.01]], "homo_lumo_gap_ev": 9.27, "smiles": "CC(C)CCNC(=O)[C@H](c1ccco1)N(CCCO)C(=O)Cn1nnc(-c2ccc(F)cc2)n1", "de_lowest_kj_mol": 16.2}